No. 1
The following is a quantum chemistry calculation of a 2-piece molecular cluster, C5H10NO overall, from the OMol25 dataset.

```
17
Properties=species:S:1:pos:R:3
C 1.020 1.845 0.172
C -2.273 0.616 -0.094
C -0.957 0.342 -0.328
C -3.217 -0.492 -0.068
C 2.725 -1.021 0.308
N 0.053 1.169 0.036
O 2.566 0.144 -0.571
H 3.533 -0.995 1.056
H 1.818 2.415 0.366
H -2.551 1.752 0.131
H -0.588 -0.652 -0.567
H -2.892 -0.826 1.042
H -4.275 -0.176 -0.171
H -2.970 -1.257 -0.832
H 2.886 -1.956 -0.186
H 1.755 -1.052 0.834
H 3.368 0.143 -1.127
```

- M: 100.141 g mol⁻¹
- Gap between HOMO and LUMO: 0.3453 hartree
- Highest occupied orbital energy: -14.132 eV
- E: -326.12616 Eh
- Charge: +1

No. 2
The following is a quantum chemistry calculation of a 2-piece molecular cluster, C5H8N2O3 overall, from the OMol25 dataset.

```
18
Properties=species:S:1:pos:R:3
C -3.650 1.506 0.157
C 2.332 0.838 0.373
C 2.104 -0.449 -0.434
C 0.807 1.002 0.430
C -0.324 -1.134 -0.348
N 0.674 -0.225 -0.345
N -1.519 -0.854 0.076
O -3.877 1.330 -0.949
O -2.458 -1.898 -0.102
O -1.953 0.187 0.641
H -3.304 -1.536 0.211
H 2.799 0.678 1.342
H 2.856 1.626 -0.159
H 2.463 -0.418 -1.467
H 2.452 -1.372 0.038
H 0.354 0.957 1.421
H 0.403 1.866 -0.100
H -0.158 -2.103 -0.785
```

- M: 144.130 g mol⁻¹
- Gap between HOMO and LUMO: 0.3094 hartree
- Highest occupied orbital energy: -7.656 eV
- E: -530.38213 Eh

No. 3
The following is a quantum chemistry calculation of a 2-piece molecular cluster, C2ClF2OS overall, from the OMol25 dataset.

```
7
Properties=species:S:1:pos:R:3
C 1.074 -0.689 -0.457
C -0.774 0.522 0.313
O 0.608 -1.383 -1.285
F -0.244 1.751 0.662
F -1.529 0.164 1.410
S 2.298 -0.221 0.424
Cl -1.922 0.843 -1.043
```

- M: 145.537 g mol⁻¹
- Gap between HOMO and LUMO: 0.2604 hartree
- Highest occupied orbital energy: -3.581 eV
- E: -1209.59706 Eh
- Charge: -1

No. 4
The following is a quantum chemistry calculation of one molecule with the formula C14H25N3O2S, from the OMol25 dataset.

```
45
Properties=species:S:1:pos:R:3
C -0.375 4.434 -1.928
C -0.802 3.397 -0.895
C 0.130 3.327 0.316
C 1.499 2.735 -0.015
C 2.438 2.676 1.189
C 1.978 1.720 2.298
C 1.831 0.315 1.794
C 0.616 -0.285 1.609
O -0.535 0.343 1.902
N 0.459 -1.547 1.125
C 1.523 -2.215 0.822
S 1.388 -3.838 0.185
C -0.420 -4.014 0.120
C -1.004 -3.292 -1.090
N -2.445 -3.469 -1.136
C -2.965 -3.359 -2.484
C -3.131 -2.561 -0.240
N 2.765 -1.722 0.977
C 3.024 -0.425 1.475
O 4.174 -0.062 1.591
H -0.294 5.416 -1.468
H 0.587 4.179 -2.366
H -1.107 4.492 -2.731
H -1.808 3.645 -0.547
H -0.850 2.413 -1.368
H -0.347 2.712 1.079
H 0.261 4.331 0.726
H 1.366 1.729 -0.422
H 1.978 3.340 -0.787
H 2.541 3.676 1.615
H 3.425 2.350 0.852
H 1.032 2.050 2.723
H 2.740 1.724 3.081
H -1.264 -0.259 1.696
H -0.798 -3.615 1.058
H -0.619 -5.082 0.060
H -0.718 -2.228 -1.051
H -0.569 -3.728 -1.993
H -2.489 -4.105 -3.116
H -4.036 -3.557 -2.463
H -2.803 -2.363 -2.925
H -4.196 -2.784 -0.258
H -2.770 -2.705 0.776
H -2.989 -1.505 -0.521
H 3.574 -2.284 0.738
```

- M: 299.440 g mol⁻¹
- Gap between HOMO and LUMO: 0.3302 hartree
- Highest occupied orbital energy: -8.444 eV
- E: -1261.42954 Eh